C14H12F6MgN3O6S2 | ωB97M-V/def2-TZVPD

Each line ends with the natural charge from an NBO analysis.
Element x y z (Å)
1 Mg 1.10012 -0.36873 -0.25378  1.78
2 C 1.67912 -2.87312 3.13246  -0.68
3 C 0.93793 -2.14135 2.03677  0.49
4 O 1.67328 -1.63969 1.10896  -0.90
5 C -0.42610 -1.97469 2.13532  -0.52
6 C -1.09224 -1.12933 1.19500  0.27
7 C -2.01821 -0.05565 1.70597  -0.66
8 N -0.91089 -1.15711 -0.10154  -0.50
9 N -0.43647 -2.36988 -0.62522  -0.44
10 C 0.37195 -2.24586 -1.63800  0.50
11 O 0.96680 -1.15527 -2.00939  -0.90
12 C 0.68547 -3.49171 -2.40076  -0.01
13 C -0.02438 -4.67520 -2.20705  -0.20
14 C 0.29557 -5.80719 -2.93780  -0.23
15 C 1.32616 -5.77258 -3.86955  -0.23
16 C 2.03517 -4.59771 -4.06547  -0.21
17 C 1.71592 -3.46208 -3.33520  -0.22
18 H 1.97211 -2.16672 3.91226  0.22
19 H 2.58638 -3.30898 2.71704  0.23
20 H 1.06471 -3.65126 3.58381  0.21
21 H -0.90824 -2.21704 3.07503  0.20
22 H -2.93486 -0.52356 2.07693  0.22
23 H -2.28631 0.62128 0.89585  0.23
24 H -1.57409 0.49903 2.53247  0.21
25 H -0.81889 -4.68417 -1.47361  0.24
26 H -0.26114 -6.72361 -2.78229  0.20
27 H 1.57513 -6.65995 -4.43921  0.20
28 H 2.84188 -4.56548 -4.78785  0.20
29 H 2.25606 -2.53558 -3.47169  0.24
30 F 4.86015 3.17336 -1.20109  -0.31
31 C 3.77933 2.53837 -1.64817  0.74
32 F 2.86779 3.42852 -2.01698  -0.30
33 F 4.12353 1.81260 -2.71119  -0.31
34 S 3.10766 1.39485 -0.32671  2.22
35 O 1.65362 1.56617 -0.41842  -1.04
36 O 3.51383 0.07188 -0.68325  -0.92
37 N 3.72381 1.81823 1.02468  -1.20
38 S 3.20589 3.09281 1.82232  2.24
39 O 4.12114 3.35049 2.88460  -0.91
40 O 2.76693 4.15907 0.97539  -0.93
41 C 1.65255 2.48250 2.69297  0.72
42 F 1.63041 1.14799 2.76844  -0.31
43 F 1.63880 2.96466 3.94054  -0.32
44 F 0.54179 2.89449 2.09188  -0.31

- Orbital gap: 7.726 eV
- Lowest unoccupied orbital energy: 2.96 eV
- F_max: 0.58 eV Å⁻¹
- Spin multiplicity: 1
- Highest occupied orbital energy: -4.76 eV
- Charge: -1